one | DFT (ωB97M-V/def2-TZVPD) results for a cluster of 7 separate species, BH16O6 in total.

Structure (ORCA input):
```
! wB97M-V def2-TZVPD RIJCOSX def2/J DEFGRID3
* xyz -1 1
B 0.19739 -0.55470 0.08348
H 1.14739 0.09130 0.44148
H -0.90261 0.01730 0.38648
H 0.08739 -0.93270 -1.04852
H 0.17039 -1.48270 0.85148
O 1.09239 -0.04770 3.29648
H 1.13939 -0.42870 2.50048
H 0.52239 -0.50770 3.83448
O -0.47661 3.11730 0.85648
H -0.55561 2.22830 0.95348
H 0.11839 3.50330 1.52248
O -3.63461 -0.83670 0.46548
H -2.69861 -0.75370 0.55948
H -3.71961 0.08730 0.84948
O 2.88239 -2.99470 -1.01152
H 2.23539 -2.14770 -0.64652
H 2.43139 -3.39770 -1.65152
O -3.19361 1.50630 -1.72352
H -2.84761 1.34630 -2.55152
H -2.75061 0.99830 -0.99752
O 2.76939 0.34430 -2.70252
H 2.27739 0.40930 -1.78452
H 3.70839 0.43530 -2.48352
*
```

## Properties
Kohn-Sham gap (eV): 9.31
Molecular weight (g/mol): 122.934
E_HOMO (eV): -6.10

Löwdin atomic charge list, values in e, 8 entries: B -0.42; H -0.05; H -0.05; H -0.05; H -0.06; O 0.01; H -0.09; H -0.01


two | DFT (ωB97M-V/def2-TZVPD) results for a cluster of 7 separate species, BH16O6 in total.

Structure (ORCA input):
```
! wB97M-V def2-TZVPD RIJCOSX def2/J DEFGRID3
* xyz -1 1
B 0.43388 -0.42890 -0.56866
H 1.45353 -1.06655 -0.99838
H -0.28255 -1.14757 0.04125
H 0.89688 0.61215 0.04050
H -0.14059 -0.03564 -1.67686
O 1.97451 -1.78472 2.29243
H 1.24428 -2.14011 2.92823
H 1.56977 -1.41908 1.44868
O 3.33478 2.10361 -0.00206
H 3.84658 1.51748 -0.62464
H 2.69545 1.36582 0.23380
O -1.70195 2.23466 0.52382
H -1.03486 1.50137 0.48319
H -1.78473 2.42501 1.46378
O -1.03861 -2.83135 -2.07291
H -1.79005 -2.58852 -2.54378
H -0.89200 -1.93763 -1.78372
O -0.54894 -0.11729 3.02376
H -0.41310 -0.27297 1.99628
H -1.25704 -0.69209 3.44446
O -2.49835 1.43154 -2.60152
H -1.77771 1.07803 -1.92006
H -2.28918 2.19274 -3.12759
*
```

## Properties
Kohn-Sham gap (eV): 9.42
Molecular weight (g/mol): 122.934
E_HOMO (eV): -6.28

Löwdin atomic charge list, values in e, 8 entries: B -0.41; H -0.01; H -0.05; H -0.03; H -0.02; O -0.15; H 0.07; H -0.01


What should be chosen as the most stable of them? Choose two.


one | DFT (ωB97M-V/def2-TZVPD) results for a cluster of 4 separate species, H8O4 in total.

Structure (ORCA input):
```
! wB97M-V def2-TZVPD RIJCOSX def2/J DEFGRID3
* xyz 0 1
O -2.07199 -0.20595 1.74931
H -2.71218 -0.04569 1.05599
H -1.31858 -0.58568 1.29719
O 0.65680 1.26250 -1.77303
H 0.62329 1.16203 -2.72435
H 0.69145 2.20873 -1.63272
O 1.52799 -0.64423 1.70693
H 2.23821 -0.10951 2.06174
H 1.42321 -0.33712 0.80641
O -0.44038 -0.89794 -0.46854
H -0.17897 -0.15820 -1.01688
H -0.43883 -1.64895 -1.06201
*
```

## Properties
Kohn-Sham gap (eV): 10.55
Molecular weight (g/mol): 72.060
SMILES string: O.O.O.O
E_HOMO (eV): -10.40

Löwdin atomic charge list, values in e, 8 entries: O -0.07; H 0.02; H -0.02; O -0.03; H 0.06; H 0.06; O -0.05; H 0.03


two | DFT (ωB97M-V/def2-TZVPD) results for a cluster of 4 separate species, H8O4 in total.

Structure (ORCA input):
```
! wB97M-V def2-TZVPD RIJCOSX def2/J DEFGRID3
* xyz 0 1
O -0.97069 -1.07666 0.17480
H -1.04005 -0.14715 0.38368
H -0.12816 -1.32820 -0.33080
O -0.15058 0.54635 2.67028
H -0.49641 1.23101 2.04302
H -0.41600 -0.31618 2.40209
O 1.65973 -1.18962 1.03634
H 1.90001 -0.26896 0.67565
H 1.38786 -1.55143 0.19807
O -0.85110 1.25498 -2.82422
H -0.10847 1.97115 -2.72827
H -0.78615 0.87472 -3.70065
*
```

## Properties
Kohn-Sham gap (eV): 11.20
Molecular weight (g/mol): 72.060
SMILES string: O.O.O.O
E_HOMO (eV): -11.09

Löwdin atomic charge list, values in e, 8 entries: O -0.08; H 0.01; H 0.06; O -0.06; H 0.06; H -0.01; O -0.07; H 0.09


What should be chosen as the most stable of them? Choose one.


one | DFT (ωB97M-V/def2-TZVPD) results for a cluster of 4 separate species, H8O4 in total.

Structure (ORCA input):
```
! wB97M-V def2-TZVPD RIJCOSX def2/J DEFGRID3
* xyz 0 1
O 0.53270 -0.46442 0.25131
H 0.24739 -0.74143 -0.61938
H 0.50798 -1.26362 0.77751
O -0.96154 -3.04839 0.61529
H -1.05740 -3.90795 1.02542
H -0.85202 -3.23796 -0.31654
O 1.45520 1.96998 -0.69230
H 2.01304 2.19346 0.05275
H 1.09385 1.11129 -0.47252
O -1.26833 2.26985 -0.00849
H -1.38650 3.00808 -0.60621
H -0.32438 2.11111 -0.00684
*
```

## Properties
Kohn-Sham gap (eV): 11.02
Molecular weight (g/mol): 72.060
SMILES string: O.O.O.O
E_HOMO (eV): -10.65

Löwdin atomic charge list, values in e, 8 entries: O -0.04; H 0.05; H 0.03; O -0.04; H 0.04; H 0.04; O -0.05; H 0.05


two | DFT (ωB97M-V/def2-TZVPD) results for a cluster of 4 separate species, H8O4 in total.

Structure (ORCA input):
```
! wB97M-V def2-TZVPD RIJCOSX def2/J DEFGRID3
* xyz 0 1
O 6.56073 2.05453 -17.05101
H 5.63833 2.09032 -17.30424
H 6.94595 2.84180 -17.43576
O 7.58198 6.85033 -19.31751
H 6.89618 7.42869 -18.98373
H 8.23588 7.44271 -19.68865
O 7.17856 4.07064 -19.14714
H 7.50195 3.99526 -20.04490
H 7.46094 4.93984 -18.86254
O 4.37925 1.99993 -18.95655
H 3.84837 1.67988 -19.68590
H 4.61187 2.89496 -19.20366
*
```

## Properties
Kohn-Sham gap (eV): 10.42
Molecular weight (g/mol): 72.060
SMILES string: O.O.O.O
E_HOMO (eV): -10.12

Löwdin atomic charge list, values in e, 8 entries: O -0.07; H -0.01; H -0.01; O -0.03; H 0.05; H 0.05; O -0.05; H 0.05


What should be chosen as the most stable of them? Choose two.


one | DFT (ωB97M-V/def2-TZVPD) results for a cluster of 4 separate species, H8O4 in total.

Structure (ORCA input):
```
! wB97M-V def2-TZVPD RIJCOSX def2/J DEFGRID3
* xyz 0 1
O 1.70928 -0.47911 0.60121
H 1.97619 -1.25726 1.12404
H 1.37234 -0.77876 -0.26594
O -0.37661 1.08222 1.59364
H 0.42796 0.57201 1.36879
H 0.15975 1.85665 1.94287
O -1.80045 0.40223 -0.65875
H -1.30215 0.98677 0.07872
H -2.45906 1.05332 -1.25601
O 0.43935 -0.99463 -1.67853
H -0.31056 -0.49616 -1.32367
H 0.16397 -1.94730 -1.52637
*
```

## Properties
Kohn-Sham gap (eV): 11.98
Molecular weight (g/mol): 72.060
SMILES string: O.O.O.O
E_HOMO (eV): -11.26

Löwdin atomic charge list, values in e, 8 entries: O -0.08; H 0.07; H -0.01; O -0.10; H 0.00; H 0.09; O -0.20; H 0.06


two | DFT (ωB97M-V/def2-TZVPD) results for a cluster of 4 separate species, H8O4 in total.

Structure (ORCA input):
```
! wB97M-V def2-TZVPD RIJCOSX def2/J DEFGRID3
* xyz 0 1
O 0.29297 -0.63557 1.27900
H 0.28349 0.15211 0.72362
H -0.57610 -1.02932 1.14237
O 1.93655 2.43862 -1.64434
H 2.59357 2.53409 -0.94562
H 1.28782 3.12490 -1.45160
O -1.76959 -0.07893 2.39797
H -1.36759 -0.54959 3.13679
H -1.23612 0.71898 2.31006
O -0.21159 -2.44727 -2.50023
H -0.79231 -2.70056 -1.77387
H -0.44109 -1.52745 -2.67415
*
```

## Properties
Kohn-Sham gap (eV): 10.98
Molecular weight (g/mol): 72.060
SMILES string: O.O.O.O
E_HOMO (eV): -10.65

Löwdin atomic charge list, values in e, 8 entries: O -0.08; H 0.04; H 0.02; O -0.06; H 0.03; H 0.03; O -0.08; H 0.05


What should be chosen as the most stable of them? Choose one.